(1)
Here is C12H21N9PtS as an isolated structure at a distorted geometry from OMol25. Energies are from ωB97M-V/def2-TZVPD.

ORCA input file:
```
! wB97M-V def2-TZVPD RIJCOSX def2/J DEFGRID3
* xyz 2 1
Pt 0.895 -0.207 0.441
C -0.294 -0.923 4.486
C -0.164 -0.801 3.003
N 0.955 -0.354 2.393
N 2.088 -0.017 3.057
C 3.181 0.357 2.388
N 4.286 0.745 3.034
S 3.161 0.361 0.659
C -1.177 -1.227 2.118
C -2.394 -1.826 2.535
C -3.222 -2.409 1.616
C -2.857 -2.404 0.259
C -1.709 -1.743 -0.112
N -0.905 -1.149 0.768
H 0.405 -0.284 5.021
H -0.133 -1.954 4.810
H -1.295 -0.632 4.797
H 2.065 -0.034 4.075
H 4.400 0.646 4.030
H 5.108 1.002 2.511
H -2.641 -1.846 3.583
H -4.144 -2.878 1.919
H -3.466 -2.884 -0.485
H -1.421 -1.668 -1.153
C 0.050 1.312 -4.824
N 0.436 0.335 -3.817
C 1.128 -0.854 -4.288
C 0.329 0.594 -2.502
N 0.901 -0.148 -1.592
N -0.464 1.674 -2.176
C -0.812 2.211 -0.956
N -1.692 3.224 -1.041
N -0.327 1.774 0.154
H 0.394 0.969 -5.798
H 0.523 2.280 -4.640
H -1.037 1.430 -4.888
H 0.778 -1.101 -5.288
H 0.908 -1.712 -3.654
H 2.207 -0.696 -4.332
H 1.516 -0.853 -1.989
H -0.888 2.124 -2.978
H -2.006 3.609 -1.917
H -2.023 3.692 -0.214
H -0.644 2.263 0.983
*
```

Its total energy is -40265.2924 eV. The energy above the lowest of the compared OMol25 structures with the same formula, charge and spin is 65.96 kJ/mol. The value obtained for the LUMO energy is -6.9468 eV.

(2)
Here is an isolated ion of composition C12H21OS and charge +1 at a distorted geometry from OMol25. Energies are from ωB97M-V/def2-TZVPD.

ORCA input file:
```
! wB97M-V def2-TZVPD RIJCOSX def2/J DEFGRID3
* xyz 1 1
C -1.585 -0.538 -1.814
C -1.533 0.642 -1.034
C -0.982 -1.668 -1.513
C -1.043 0.556 0.232
C -2.294 2.675 0.862
C 0.117 2.262 1.630
C -1.855 1.067 2.548
C 1.857 -0.294 -1.455
C 2.650 -1.860 0.289
C 1.880 -2.785 -1.855
C -1.258 1.643 1.328
C 1.739 -1.645 -0.874
O -0.230 -0.318 0.777
S 0.051 -1.887 -0.060
H -2.337 -0.641 -2.628
H -2.178 1.566 -1.228
H -1.125 -2.619 -2.058
H -3.278 2.131 0.576
H -2.340 3.277 1.711
H -1.890 3.244 0.005
H 0.806 1.421 1.579
H 0.105 3.006 2.380
H 0.352 2.898 0.822
H -2.266 1.799 3.210
H -1.100 0.682 3.245
H -2.641 0.358 2.386
H 1.092 -0.259 -2.266
H 1.647 0.572 -0.731
H 2.853 -0.114 -1.853
H 2.642 -1.036 0.957
H 3.734 -2.077 0.066
H 2.301 -2.591 0.968
H 2.793 -2.657 -2.519
H 2.307 -3.717 -1.375
H 1.012 -3.092 -2.308
*
```

Its total energy is -25657.2208 eV. The energy above the lowest of the compared OMol25 structures with the same formula, charge and spin is 247.85 kJ/mol. The value obtained for the LUMO energy is -4.6708 eV.

(3)
Here is one molecule with the formula C12H22BNO5 at a distorted geometry from OMol25. Energies are from ωB97M-V/def2-TZVPD.

ORCA input file:
```
! wB97M-V def2-TZVPD RIJCOSX def2/J DEFGRID3
* xyz 0 1
N 1.507 1.500 -0.419
C 0.494 0.521 -0.964
C -0.438 1.385 -1.830
O -0.356 2.584 -1.717
O -1.284 0.677 -2.545
C 1.135 -0.612 -1.850
C 0.941 -1.873 -1.005
C 2.204 -2.736 -0.808
C 2.814 -1.911 0.388
O 3.492 -0.684 0.027
C 1.574 -1.542 1.281
C 0.387 -1.523 0.411
C -0.271 -0.158 0.238
C -1.805 -0.280 0.163
C -2.626 -0.095 1.480
C -2.545 1.248 2.124
B -1.796 2.282 1.112
O -2.531 2.753 0.027
O -0.458 2.586 1.427
H 1.061 1.975 0.321
H 1.660 2.086 -1.205
H -1.891 1.272 -3.019
H 0.552 -0.679 -2.759
H 2.189 -0.405 -2.061
H 0.031 -2.456 -1.411
H 1.880 -3.745 -0.486
H 2.748 -2.751 -1.724
H 3.604 -2.632 0.848
H 2.861 0.012 -0.265
H 1.547 -2.251 2.068
H 1.577 -0.571 1.713
H -0.426 -2.301 0.738
H -0.113 0.420 1.142
H -2.154 0.629 -0.372
H -2.145 -1.181 -0.366
H -3.682 -0.194 1.288
H -2.374 -0.868 2.226
H -3.477 1.730 2.288
H -1.888 1.373 2.978
H -1.836 2.958 -0.651
H -0.163 3.458 1.167
*
```

The SMILES is N[C@@]1(C(=O)O)C[C@H]2C[C@@H](O)C[C@H]2[C@@H]1CCCB(O)O. Its total energy is -25206.6711 eV. The energy above the lowest of the compared OMol25 structures with the same formula, charge and spin is 152.72 kJ/mol. The value obtained for the LUMO energy is 0.3677 eV.

(4)
Here is C12H22F12MgN4O10S4 as an isolated structure at a distorted geometry from OMol25. Energies are from ωB97M-V/def2-TZVPD.

ORCA input file:
```
! wB97M-V def2-TZVPD RIJCOSX def2/J DEFGRID3
* xyz -1 2
Mg 1.229 4.604 8.703
C 4.839 3.935 10.223
F 5.114 5.024 9.611
F 5.896 3.353 10.671
F 4.103 4.261 11.225
S 3.757 2.767 9.118
O 4.624 1.749 8.536
O 2.628 2.341 9.985
N 2.787 3.855 8.038
S 3.732 4.049 6.767
O 3.368 5.239 5.985
O 5.205 3.941 6.956
C 3.151 2.624 5.662
F 1.959 2.994 5.187
F 4.116 2.460 4.712
F 2.978 1.528 6.412
C 0.963 5.410 12.687
F 0.909 4.061 12.616
F 0.451 5.842 13.852
F 2.254 5.779 12.607
S -0.029 6.270 11.185
O -1.231 5.504 10.938
O -0.356 7.661 11.615
N 1.086 6.018 9.822
S 1.960 7.392 9.724
O 2.276 8.115 10.911
O 3.091 7.078 8.818
C 0.732 8.498 8.670
F -0.532 8.348 9.029
F 1.120 9.808 8.822
F 0.896 8.116 7.408
C 0.208 1.382 7.745
C -0.687 2.232 8.711
C -1.453 1.325 9.739
O -2.018 2.239 10.676
C -3.068 1.683 11.450
N 0.217 3.117 9.355
H 1.127 0.976 8.167
H 0.513 2.089 6.974
H -0.385 0.548 7.369
H -1.392 2.812 8.115
H -0.933 0.530 10.274
H -2.247 0.900 9.125
H -3.717 0.993 10.911
H -3.710 2.523 11.718
H -2.714 1.195 12.358
H -0.470 3.408 10.036
H 0.851 2.533 9.881
C -1.934 5.598 7.446
C -0.870 5.056 6.468
C -0.910 5.430 4.981
O 0.097 4.772 4.269
C 0.517 5.426 3.055
N 0.444 5.392 6.956
H -2.757 4.914 7.651
H -2.445 6.403 6.917
H -1.624 6.012 8.405
H -1.059 3.983 6.499
H -0.740 6.503 4.892
H -1.892 5.224 4.556
H 0.935 6.411 3.263
H -0.257 5.443 2.288
H 1.296 4.762 2.681
H 0.423 6.400 6.891
H 1.046 5.200 6.169
*
```

As for the expectation value of S²: 0.754. Its total energy is -120629.1398 eV. The value obtained for the LUMO energy (spin up / spin down) is 2.1279 / 2.1111 eV.

(5)
Here is C12H22F2Li2NO16S2 as an isolated structure at a distorted geometry from OMol25. Energies are from ωB97M-V/def2-TZVPD.

ORCA input file:
```
! wB97M-V def2-TZVPD RIJCOSX def2/J DEFGRID3
* xyz 1 1
Li -1.199 -0.215 -0.076
Li -1.759 -2.974 0.723
N -2.043 -1.744 -0.842
S -3.728 -2.102 -1.097
O -4.301 -2.566 0.126
O -4.161 -2.719 -2.317
F -4.147 -0.607 -1.274
S -1.520 -2.109 -2.321
O -1.954 -1.226 -3.367
O -1.539 -3.511 -2.561
F -0.004 -1.682 -2.042
C 4.195 1.281 -1.024
C 3.832 0.763 -2.445
O 2.421 0.672 -2.359
C 2.027 0.645 -1.062
O 0.876 0.560 -0.741
O 3.013 1.044 -0.265
H 4.366 2.356 -1.080
H 5.095 0.835 -0.605
H 4.335 -0.177 -2.678
H 4.150 1.474 -3.205
C 1.282 -4.772 -0.652
O 0.560 -3.736 0.053
C 1.195 -2.711 0.622
O 0.554 -1.821 1.105
O 2.504 -2.878 0.642
C 3.330 -1.870 1.196
H 0.625 -5.633 -0.707
H 2.277 -4.972 -0.268
H 1.433 -4.429 -1.677
H 4.077 -2.278 1.877
H 2.776 -1.247 1.900
H 3.797 -1.235 0.452
C -4.052 2.781 1.089
O -3.461 3.438 -0.026
C -2.704 2.676 -0.814
O -2.207 1.610 -0.528
O -2.457 3.366 -1.895
C -1.628 2.832 -2.903
H -4.741 1.984 0.813
H -4.734 3.490 1.566
H -3.311 2.575 1.859
H -1.356 1.793 -2.726
H -0.780 3.436 -3.221
H -2.170 2.770 -3.854
C 0.506 -0.692 4.080
O 0.550 0.703 3.952
C 0.039 1.334 2.899
O -0.668 0.828 2.053
O 0.364 2.593 2.972
C -0.167 3.630 2.161
H -0.472 -1.121 3.870
H 0.704 -0.932 5.126
H 1.291 -1.222 3.549
H -1.167 3.293 1.887
H 0.427 3.892 1.285
H -0.169 4.528 2.773
*
```

Its total energy is -74562.7237 eV. The energy above the lowest of the compared OMol25 structures with the same formula, charge and spin is 0.00 kJ/mol. The value obtained for the LUMO energy is -3.0116 eV.

Please write out number 2 again, unchanged.
Here is an isolated ion of composition C12H21OS and charge +1 at a distorted geometry from OMol25. Energies are from ωB97M-V/def2-TZVPD.

ORCA input file:
```
! wB97M-V def2-TZVPD RIJCOSX def2/J DEFGRID3
* xyz 1 1
C -1.585 -0.538 -1.814
C -1.533 0.642 -1.034
C -0.982 -1.668 -1.513
C -1.043 0.556 0.232
C -2.294 2.675 0.862
C 0.117 2.262 1.630
C -1.855 1.067 2.548
C 1.857 -0.294 -1.455
C 2.650 -1.860 0.289
C 1.880 -2.785 -1.855
C -1.258 1.643 1.328
C 1.739 -1.645 -0.874
O -0.230 -0.318 0.777
S 0.051 -1.887 -0.060
H -2.337 -0.641 -2.628
H -2.178 1.566 -1.228
H -1.125 -2.619 -2.058
H -3.278 2.131 0.576
H -2.340 3.277 1.711
H -1.890 3.244 0.005
H 0.806 1.421 1.579
H 0.105 3.006 2.380
H 0.352 2.898 0.822
H -2.266 1.799 3.210
H -1.100 0.682 3.245
H -2.641 0.358 2.386
H 1.092 -0.259 -2.266
H 1.647 0.572 -0.731
H 2.853 -0.114 -1.853
H 2.642 -1.036 0.957
H 3.734 -2.077 0.066
H 2.301 -2.591 0.968
H 2.793 -2.657 -2.519
H 2.307 -3.717 -1.375
H 1.012 -3.092 -2.308
*
```

Its total energy is -25657.2208 eV. The energy above the lowest of the compared OMol25 structures with the same formula, charge and spin is 247.85 kJ/mol. The value obtained for the LUMO energy is -4.6708 eV.